C4H10OS | ωB97M-V/def2-TZVPD

The net charge is 0. As for the SMILES: C=CO.CSC. Its energy above the lowest of the compared OMol25 structures with the same formula, charge and spin is 36.20 kcal per mole.

Each line ends with the Mulliken charge.
CARTESIAN COORDINATES (ANGSTROEM)
1 C 2.298495 2.213299 -1.359807  -0.590
2 C 2.007930 1.116734 -0.664819  -0.104
3 O 1.010189 1.176197 0.310946  -0.472
4 H 2.905163 2.192350 -2.253932  0.254
5 H 2.038847 3.162600 -0.911774  0.246
6 H 2.476004 0.146508 -0.700305  0.354
7 H 0.195090 1.264638 -0.196974  0.290
8 C -1.750624 -0.268849 1.591291  -0.762
9 S -1.477016 -0.372811 -0.228639  -0.129
10 C -1.124937 -2.191408 -0.279112  -0.841
11 H -2.431810 0.569424 1.709027  0.304
12 H -0.773673 -0.167173 2.058434  0.259
13 H -2.271870 -1.179096 1.882074  0.295
14 H -1.049824 -2.532225 -1.311920  0.326
15 H -0.144101 -2.352089 0.165427  0.272
16 H -1.907857 -2.778100 0.190079  0.297

Atomic forces in eV per Å
C 0.553 -0.534 0.275
C -0.727 0.774 0.486
O 1.029 0.089 -0.024
H 0.325 -0.008 0.230
H -0.609 0.103 -0.479
H 0.041 -0.220 -0.573
H -0.117 -0.068 0.256
C 0.029 -0.125 -1.274
S -0.878 -1.421 0.284
C 0.495 0.768 -0.529
H 0.286 0.158 0.416
H -0.261 0.162 0.319
H 0.111 0.063 0.173
H -0.082 0.280 -0.078
H -0.145 -0.186 0.257
H -0.049 0.165 0.260


C4H10OS | ωB97M-V/def2-TZVPD

The net charge is 0. Its energy above the lowest of the compared OMol25 structures with the same formula, charge and spin is 176.92 kcal per mole.

Each line ends with the Mulliken charge.
CARTESIAN COORDINATES (ANGSTROEM)
1 C 0.087925 -1.657803 -1.384026  -0.896
2 C -1.244793 1.827161 0.106169  -1.021
3 C 1.442596 -1.012283 0.995203  -0.919
4 C -0.999914 0.266709 0.125330  -0.405
5 O 1.821213 1.774493 -0.362165  -0.709
6 S 0.653264 -0.250385 -0.471629  0.526
7 H -0.611176 -1.531083 -2.161404  0.360
8 H 0.924043 -2.297189 -1.566894  0.336
9 H -0.907163 2.309523 -0.771442  0.356
10 H -2.344210 2.066695 0.363211  0.314
11 H -0.458677 2.173252 0.831093  0.292
12 H 2.063092 -1.775231 0.847047  0.494
13 H 1.856121 -0.144409 1.471678  0.301
14 H 0.602383 -1.330852 1.608542  0.292
15 H -1.504285 -0.212022 -0.736280  0.311
16 H -1.380418 -0.206578 1.105572  0.369

Atomic forces in eV per Å
C 1.568 0.554 1.754
C 0.324 -1.304 2.422
C -3.776 3.437 0.657
C -1.521 0.727 -0.662
O -0.976 -1.543 0.218
S 0.267 0.225 0.074
H -0.759 0.372 -0.727
H 0.302 -0.607 -0.285
H -0.008 0.130 -1.285
H 1.937 -0.361 -0.235
H -1.280 0.289 -0.188
H 2.679 -2.836 -1.156
H 0.688 0.290 0.122
H 0.007 -0.260 -0.004
H -0.557 0.366 0.869
H 1.107 0.522 -1.574


What did the first record say?
C4H10OS | ωB97M-V/def2-TZVPD

The net charge is 0. As for the SMILES: C=CO.CSC. Its energy above the lowest of the compared OMol25 structures with the same formula, charge and spin is 36.20 kcal per mole.

Each line ends with the Mulliken charge.
CARTESIAN COORDINATES (ANGSTROEM)
1 C 2.298495 2.213299 -1.359807  -0.590
2 C 2.007930 1.116734 -0.664819  -0.104
3 O 1.010189 1.176197 0.310946  -0.472
4 H 2.905163 2.192350 -2.253932  0.254
5 H 2.038847 3.162600 -0.911774  0.246
6 H 2.476004 0.146508 -0.700305  0.354
7 H 0.195090 1.264638 -0.196974  0.290
8 C -1.750624 -0.268849 1.591291  -0.762
9 S -1.477016 -0.372811 -0.228639  -0.129
10 C -1.124937 -2.191408 -0.279112  -0.841
11 H -2.431810 0.569424 1.709027  0.304
12 H -0.773673 -0.167173 2.058434  0.259
13 H -2.271870 -1.179096 1.882074  0.295
14 H -1.049824 -2.532225 -1.311920  0.326
15 H -0.144101 -2.352089 0.165427  0.272
16 H -1.907857 -2.778100 0.190079  0.297

Atomic forces in eV per Å
C 0.553 -0.534 0.275
C -0.727 0.774 0.486
O 1.029 0.089 -0.024
H 0.325 -0.008 0.230
H -0.609 0.103 -0.479
H 0.041 -0.220 -0.573
H -0.117 -0.068 0.256
C 0.029 -0.125 -1.274
S -0.878 -1.421 0.284
C 0.495 0.768 -0.529
H 0.286 0.158 0.416
H -0.261 0.162 0.319
H 0.111 0.063 0.173
H -0.082 0.280 -0.078
H -0.145 -0.186 0.257
H -0.049 0.165 0.260


> Which value of net charge does entry 1 give?

0


> Look up the net charge of the first one.

0